--- i ---
An isolated molecule of C8H10. Source: the Open Molecules 2025 dataset; level of theory: ωB97M-V/def2-TZVPD.

Positions of all 18 atoms, in Å:
C: -0.03042 -0.16671 -0.55439
C: 0.79408 -0.04024 0.62197
C: 2.03758 -2.00442 2.12602
C: 1.25102 -2.64095 1.23843
C: -1.53244 -0.10774 -0.76019
C: -0.66892 0.97658 -1.34622
C: 1.29083 -1.13898 1.25213
C: -0.86121 2.34972 -0.67227
H: 0.38736 -0.95087 -1.12120
H: 0.90581 0.99376 0.95249
H: 2.86547 -2.09124 2.81041
H: 0.98292 -3.59148 0.86431
H: -2.07348 0.18917 0.08977
H: -2.05066 -0.81230 -1.59108
H: -0.60330 0.91312 -2.36481
H: -0.67515 3.18996 -1.41941
H: -0.13493 2.55703 0.14821
H: -1.88456 2.37561 -0.27417

For the LUMO energy, the calculation gives 1.13 eV. As for the spin multiplicity: 1. The value obtained for the frontier orbital gap is 8.63 eV. The HOMO energy comes out at -7.5 eV. Its structure (SMILES) is C[C@@H]1C[C@@H]1C=C1C=C1.

Mulliken population analysis, charges in e, atoms 1 to 8: number 1, C, carries 0.14; number 2, C, carries -0.68; number 3, C, carries -0.57; number 4, C, carries -0.44; number 5, C, carries -0.64; number 6, C, carries -0.08; number 7, C, carries 0.18; number 8, C, carries -1.20

***

--- ii ---
An isolated molecule of C8H10. Source: the Open Molecules 2025 dataset; level of theory: ωB97M-V/def2-TZVPD.

Positions of all 18 atoms, in Å:
C: 1.68703 0.34359 0.33370
C: 1.28371 -0.82860 0.78869
C: 1.20764 0.68989 -1.04976
C: -1.10888 -1.49212 0.19719
C: 0.02748 -0.23193 -1.22104
C: 0.39701 -1.41032 -0.19838
C: -1.29106 -0.07412 -0.34472
C: -1.39346 1.07799 0.65568
H: 2.09689 1.13555 0.96821
H: 1.47203 -1.31103 1.67980
H: 0.88827 1.74647 -1.11816
H: 1.91299 0.44450 -1.74629
H: -1.66653 -2.26676 -0.33630
H: -1.12354 -1.68330 1.22889
H: -0.23710 -0.33432 -2.23362
H: -2.02892 1.88657 0.27739
H: -0.37117 1.50559 0.47764
H: -1.75239 0.80233 1.64109

For the LUMO energy (spin up / spin down), the calculation gives 0.14 / 0.43 eV. As for the spin multiplicity: 1. The value obtained for the frontier orbital gap (spin up / spin down) is 7.90 / 7.86 eV. The HOMO energy (spin up / spin down) comes out at -7.8 / -7.4 eV.

Mulliken population analysis, charges in e, atoms 1 to 8: number 1, C, carries -0.66; number 2, C, carries -0.41; number 3, C, carries -1.04; number 4, C, carries -0.74; number 5, C, carries -0.15; number 6, C, carries 0.18; number 7, C, carries 0.15; number 8, C, carries -0.97

***

--- iii ---
A structure of composition C8H10. Source: the Open Molecules 2025 dataset; level of theory: ωB97M-V/def2-TZVPD.

Positions of all 18 atoms, in Å:
C: 1.46295 0.77974 0.06460
C: 1.55000 -0.81927 -0.04379
C: 0.11592 -0.94717 -0.24833
C: -0.56493 0.14779 -1.03603
C: -2.08181 -0.05140 -0.68025
C: -2.02314 -0.14171 0.65260
C: -0.57933 -0.08072 0.92725
C: 0.04593 1.12762 -0.03579
H: 1.91829 1.15156 1.06284
H: 1.81937 1.28920 -0.97636
H: 2.32513 -1.27999 -0.73504
H: 1.95492 -1.07330 1.03070
H: 0.07401 -2.07912 -0.42804
H: 0.04309 0.30564 -1.94292
H: -2.77815 -0.27386 -1.36673
H: -2.62973 -0.02867 1.72146
H: -0.09470 -0.23109 2.00391
H: -0.55782 2.20474 0.02992

For the LUMO energy, the calculation gives 1.10 eV. As for the spin multiplicity: 1. The value obtained for the frontier orbital gap is 9.76 eV. The HOMO energy comes out at -8.7 eV.

Mulliken population analysis, charges in e, atoms 1 to 8: number 1, C, carries -0.59; number 2, C, carries -0.71; number 3, C, carries -0.25; number 4, C, carries 0.13; number 5, C, carries -1.08; number 6, C, carries -0.16; number 7, C, carries -0.19; number 8, C, carries -0.21

***

Bottom line: i, by a margin of 0.226 eV.

***

--- i ---
An isolated molecule of C8H10. Source: the Open Molecules 2025 dataset; level of theory: ωB97M-V/def2-TZVPD.

Positions of all 18 atoms, in Å:
C: 1.97515 0.57698 -0.42260
C: 1.42761 1.58978 0.11452
C: 1.30428 -0.74352 -0.35942
C: -0.80019 1.96050 -0.12894
C: 0.33053 2.16315 0.82796
C: 0.07310 -0.62280 0.49088
C: -0.16534 0.84190 0.64164
C: -1.21643 -1.45692 0.21923
H: 2.83568 0.55633 -1.03051
H: 1.00405 -1.07259 -1.47154
H: 2.07283 -1.47612 -0.05236
H: -1.77946 2.14195 0.36366
H: -0.83167 2.04795 -1.17003
H: 0.29219 2.92124 1.69170
H: 0.47406 -1.04403 1.43486
H: -1.98395 -0.77488 0.49584
H: -1.40221 -2.31305 0.90316
H: -1.39790 -1.62640 -0.85645

For the LUMO energy, the calculation gives 1.09 eV. As for the spin multiplicity: 1. The value obtained for the frontier orbital gap is 8.69 eV. The HOMO energy comes out at -7.6 eV. Its structure (SMILES) is C[C@H]1CC=C2[C@H]3C[C@@]231.

Mulliken population analysis, charges in e, atoms 1 to 8: number 1, C, carries -0.54; number 2, C, carries -0.23; number 3, C, carries -0.48; number 4, C, carries -0.73; number 5, C, carries -0.32; number 6, C, carries 0.72; number 7, C, carries -0.09; number 8, C, carries -1.33

***

--- ii ---
A cluster of 2 separate species, C8H10 in total. Source: the Open Molecules 2025 dataset; level of theory: ωB97M-V/def2-TZVPD.

Positions of all 18 atoms, in Å:
C: 2.86530 -0.06382 -0.26302
C: 1.54049 -0.19106 -0.58607
C: -1.69079 -1.31912 -0.03333
C: -0.66245 -1.11687 0.81954
C: -0.07050 0.08768 1.00738
C: -0.53887 1.34291 0.67210
C: -1.56995 1.16140 -0.22733
C: -2.05494 -0.02606 -0.62337
H: 3.30838 0.95275 -0.30723
H: 3.49956 -0.95744 -0.00775
H: 1.02878 0.69838 -1.01644
H: 0.94850 -1.06037 -0.68911
H: -2.12591 -2.23294 -0.57148
H: -0.06769 -2.04244 1.15092
H: 0.74357 0.33072 1.76477
H: -0.20823 2.35975 1.00646
H: -1.96732 2.16379 -0.82045
H: -2.97793 -0.08725 -1.27561

For the LUMO energy, the calculation gives 0.73 eV. As for the spin multiplicity: 1. The value obtained for the frontier orbital gap is 9.14 eV. The HOMO energy comes out at -8.4 eV. Its structure (SMILES) is c1ccccc1.C=C.

Mulliken population analysis, charges in e, atoms 1 to 8: number 1, C, carries -0.50; number 2, C, carries -0.54; number 3, C, carries -0.17; number 4, C, carries -0.73; number 5, C, carries 0.30; number 6, C, carries -0.63; number 7, C, carries -0.04; number 8, C, carries -0.30

***

Bottom line: ii, by a margin of 2.225 eV.